1.
63
Properties=species:S:1:pos:R:3:forces:R:3:mulliken_spin:R:1 method="wB97M-V/def2-TZVPD" orbital_gap_ev="7.90 / 7.58" e_above_lowest_kj_mol=0.0 max_force_ev_per_a=3.047 total_charge=+1 spin_multiplicity=4 e_lumo_ev="-3.4 / -3.9"
Tc -0.30792 1.25881 -0.39383 -0.60 0.41 0.73 3.2588
C -2.64100 2.53652 -3.78379 -0.66 -1.19 0.98 0.0010
C -2.56372 1.66988 -2.65047 0.87 2.69 -0.34 0.0058
N -1.54221 2.14136 -1.87648 -0.27 0.22 -2.08 -0.0358
N -0.97605 3.25447 -2.51641 -1.23 -1.09 -0.51 0.0446
C -1.66506 3.48909 -3.67507 0.77 -1.36 2.40 0.0271
B 0.23349 4.07906 -1.89737 -1.32 -1.94 -0.30 -0.0639
N 1.45665 3.07449 -1.90506 1.97 -0.06 -0.87 -0.0091
C 2.73384 3.41237 -2.17982 0.26 -0.78 1.04 0.0381
C 3.58939 2.30558 -1.85675 -0.75 1.35 -1.08 0.0017
C 2.71642 1.30837 -1.49458 -0.86 0.25 0.18 0.0163
N 1.43497 1.74536 -1.51331 0.49 1.33 -0.23 0.0580
N -0.14453 4.21785 -0.43415 -1.47 -0.88 -0.28 0.0107
C -0.13703 5.33081 0.24844 0.28 1.85 0.68 0.0173
C -0.58248 5.09303 1.52069 -0.93 -1.19 -0.02 0.0038
C -0.99588 3.75339 1.50372 -0.36 0.34 1.80 0.0230
N -0.81251 3.22347 0.30438 2.27 0.06 0.11 0.0381
H -3.43262 2.47181 -4.47848 -0.41 0.06 -0.83 0.0004
H -3.33630 0.96746 -2.30508 0.96 0.09 -0.17 -0.0025
H -1.34852 4.30993 -4.24103 0.03 0.92 -0.95 0.0015
H 0.27576 5.16687 -2.44900 0.66 -0.75 0.21 -0.0001
H 2.94072 4.44326 -2.47431 0.12 -0.54 -0.02 0.0016
H 4.65986 2.22144 -1.99255 -0.25 0.16 0.09 0.0004
H 2.89964 0.28744 -1.20445 0.09 -0.03 0.01 -0.0064
H 0.08979 6.31292 -0.18650 0.29 -0.79 0.06 0.0013
H -0.76429 5.77600 2.29652 0.03 0.73 0.76 0.0010
H -1.41478 3.19679 2.38548 0.41 0.44 -1.39 -0.0005
C -0.53827 0.14850 1.02903 -0.70 0.53 -0.40 -0.4181
Ge -0.35975 -1.77946 1.13754 0.57 -0.58 -0.88 -0.0209
C 0.97167 -1.80194 2.50813 -0.01 -0.73 -0.69 -0.0076
C 0.67666 -1.61847 3.82597 -0.82 0.32 1.61 0.0037
C 1.69442 -1.44909 4.76937 -1.00 -0.10 0.94 0.0039
C 3.01610 -1.60569 4.43479 0.99 0.02 -1.45 -0.0025
C 3.33800 -1.82167 3.07234 -0.85 -0.13 -0.19 0.0020
C 2.28668 -1.91213 2.10843 2.52 0.31 0.45 -0.0057
C -2.04838 -2.70545 1.31972 -1.04 -0.73 0.47 0.0005
C -2.51740 -3.33394 0.17223 0.38 -0.22 -0.32 0.0039
C -3.76606 -3.95384 0.15478 -0.32 -1.10 -0.35 -0.0012
C -4.44431 -4.30486 1.32864 1.06 1.33 -0.12 0.0023
C -3.94103 -3.74548 2.53522 -0.21 0.12 -0.49 -0.0007
C -2.84729 -2.87897 2.48776 1.19 0.72 0.21 0.0030
C 0.56870 -2.24614 -0.54985 -0.35 0.40 0.23 0.0042
C 1.36241 -3.39800 -0.69317 -0.26 0.43 -0.17 -0.0038
C 2.00043 -3.68817 -1.89630 -0.01 2.01 -1.16 0.0025
C 1.91965 -2.74834 -2.99931 -0.43 -0.38 2.99 -0.0017
C 1.25609 -1.53182 -2.72633 0.66 -0.45 -2.28 -0.0100
C 0.55332 -1.29823 -1.58523 0.03 -1.37 1.63 0.0129
H -1.11608 0.42361 1.89270 -0.25 0.56 0.80 0.0060
H -0.38740 -1.61143 4.15729 0.95 0.20 -0.16 -0.0009
H 1.41842 -1.21573 5.80527 0.12 -0.24 -0.41 -0.0001
H 3.82466 -1.53525 5.17019 -0.45 0.03 -0.23 0.0000
H 4.38945 -1.92055 2.76148 -0.63 0.03 0.14 0.0001
H 2.57212 -2.02745 1.04378 -0.27 0.06 0.87 0.0009
H -1.83809 -3.48394 -0.68317 -0.66 0.62 0.09 0.0000
H -4.16635 -4.28655 -0.81728 0.32 -0.05 0.60 0.0001
H -5.31020 -4.95102 1.21777 0.04 0.22 0.51 0.0001
H -4.41057 -3.92233 3.50348 0.01 -0.04 -0.35 0.0000
H -2.49078 -2.31206 3.38018 -0.66 -0.82 -0.47 0.0007
H 1.54154 -4.00159 0.19720 -0.18 -0.18 -0.38 0.0002
H 2.69903 -4.49884 -1.93950 -0.03 -0.54 -0.22 0.0003
H 2.45533 -2.93309 -3.91493 -0.03 0.09 -0.13 -0.0001
H 1.26771 -0.75025 -3.47583 0.04 -0.03 -0.18 -0.0005
H 0.00393 -0.34816 -1.48312 -0.15 -0.59 -0.50 -0.0058


2.
69
Properties=species:S:1:pos:R:3:forces:R:3:lowdin_charge:R:1 method="wB97M-V/def2-TZVPD" orbital_gap_ev=7.91 e_above_lowest_kj_mol=13.2 max_force_ev_per_a=0.554 spin_multiplicity=1 e_lumo_ev=-0.9
Ta 0.48979 -0.63365 0.90872 0.43 -0.27 -0.23 1.8486
O 0.38552 2.59837 -1.54214 0.03 0.00 0.00 0.1344
C -0.23748 1.91297 -0.78929 0.04 -0.06 -0.18 -0.5903
O 0.21820 0.66194 -0.47248 -0.33 -0.08 0.21 -0.2551
C -1.54045 2.30862 -0.15228 0.01 -0.03 0.05 -0.2438
P -2.68483 0.91337 0.24044 -0.08 -0.18 -0.11 1.0778
C -3.89878 1.80007 1.27201 -0.02 0.03 -0.02 -0.3744
C -4.85445 2.66727 0.74326 0.00 -0.01 -0.02 -0.0903
C -5.71572 3.35137 1.58491 -0.01 0.00 0.02 -0.0805
C -5.62469 3.18108 2.96148 -0.01 0.02 0.00 -0.0826
C -4.67441 2.32452 3.49448 0.00 0.01 -0.03 -0.0707
C -3.81622 1.62970 2.65196 0.06 -0.02 0.04 -0.0857
C -3.56818 0.67290 -1.33976 0.02 0.07 0.02 -0.4061
C -3.00936 1.00791 -2.57089 -0.01 0.02 0.00 -0.0834
C -3.65182 0.66395 -3.75453 0.01 -0.01 0.00 -0.0773
C -4.85846 -0.01625 -3.72180 0.00 0.00 -0.01 -0.0872
C -5.42489 -0.35406 -2.49844 0.01 -0.01 0.01 -0.0779
C -4.78118 -0.01902 -1.31906 -0.02 0.00 0.00 -0.1131
H -1.99530 3.09274 -0.75639 0.00 0.01 0.01 0.1087
H -1.28893 2.73057 0.82356 -0.01 0.03 0.02 0.1001
H -4.93036 2.79998 -0.32998 0.00 0.00 0.01 0.1074
H -6.45801 4.02003 1.16850 0.00 0.00 0.00 0.1035
H -6.29762 3.71835 3.61722 0.00 0.00 0.00 0.1033
H -4.59712 2.19111 4.56538 0.00 -0.01 0.00 0.1082
H -3.07098 0.96538 3.07565 -0.04 -0.01 -0.02 0.0760
H -2.06984 1.54522 -2.62796 -0.01 0.00 0.00 0.0975
H -3.20520 0.93330 -4.70282 0.00 0.00 -0.01 0.1063
H -5.35787 -0.28232 -4.64404 0.00 0.00 0.00 0.1040
H -6.36849 -0.88304 -2.46434 0.00 0.00 0.00 0.1060
H -5.22710 -0.29303 -0.36887 0.00 0.00 0.00 0.1125
B 3.02545 -2.65417 0.96195 0.01 0.02 -0.07 -0.3843
N 3.48812 -1.20914 1.32936 -0.02 -0.08 -0.07 -0.0499
C 4.64224 -0.68188 1.72101 0.04 0.01 -0.04 -0.0389
C 4.48960 0.69391 1.86071 -0.01 0.00 0.00 -0.0235
C 3.16924 0.93603 1.52814 0.00 0.01 0.02 -0.0899
N 2.57733 -0.22497 1.20572 -0.02 0.04 0.09 -0.1108
N 2.53160 -2.57026 -0.50823 0.01 0.01 0.06 -0.0610
C 2.97554 -3.07029 -1.66180 0.01 -0.01 -0.02 -0.0514
C 2.20261 -2.56255 -2.69670 0.02 0.00 0.02 -0.0302
C 1.28698 -1.72757 -2.07146 0.05 -0.01 0.01 -0.1141
N 1.49380 -1.74802 -0.75077 -0.04 0.22 -0.06 -0.1094
H 3.92545 -3.43151 1.08208 -0.02 -0.03 0.03 0.0807
H 2.04360 -2.88759 1.64095 -0.02 0.04 -0.01 0.0703
H 5.50114 -1.31368 1.87211 0.00 0.00 0.00 0.1325
H 5.22973 1.41091 2.16560 0.00 0.00 0.00 0.1040
H 2.61307 1.85892 1.51308 -0.01 0.00 0.02 0.1278
H 3.80971 -3.75146 -1.67120 0.00 0.00 0.00 0.1295
H 2.28942 -2.77184 -3.74765 0.00 0.00 -0.01 0.1041
H 0.49626 -1.12887 -2.49203 0.01 0.01 0.00 0.1207
C -0.81983 -2.36737 0.77152 -0.07 -0.06 -0.04 -0.2336
C -1.06427 -3.09145 -0.50702 -0.01 0.00 0.02 -0.2975
C -0.34284 -4.25094 -0.79744 -0.02 -0.01 -0.01 -0.0435
C -0.48589 -4.89398 -2.01220 0.01 0.00 0.02 -0.0226
C -1.36755 -4.38778 -2.96546 0.00 -0.01 -0.02 -0.2362
C -2.11665 -3.24906 -2.68009 -0.01 0.01 0.00 -0.0147
C -1.96440 -2.61534 -1.46007 0.05 -0.04 0.03 -0.0320
C -1.50231 -5.04067 -4.23904 0.00 -0.01 0.03 -0.1877
N -1.60324 -5.56320 -5.25786 0.00 0.01 -0.02 0.1504
H -0.38071 -3.03660 1.51703 -0.02 -0.02 -0.01 0.0671
H -1.74236 -1.96258 1.21059 -0.01 0.01 -0.02 0.0674
H 0.35365 -4.64109 -0.06446 0.00 0.00 0.00 0.1201
H 0.08509 -5.78602 -2.23253 0.00 0.00 0.00 0.1221
H -2.81316 -2.86148 -3.41268 0.01 0.00 0.01 0.1184
H -2.54755 -1.73253 -1.24783 -0.07 0.11 0.02 0.0807
O -1.23190 -0.02571 4.15842 -0.01 -0.01 0.01 -0.2565
S -0.00514 0.21406 3.47793 0.00 0.12 0.10 0.3902
O -0.27864 0.86105 2.07414 0.23 0.08 0.13 -0.4800
O 0.53826 -1.11831 2.85448 -0.13 0.15 0.01 -0.4450
O 1.04330 0.91639 4.13622 -0.02 -0.04 0.03 -0.2495


3.
65
Properties=species:S:1:pos:R:3:forces:R:3:mulliken_spin:R:1 method="wB97M-V/def2-TZVPD" orbital_gap_ev="6.30 / 7.23" e_above_lowest_kj_mol=0.0 max_force_ev_per_a=1.331 total_charge=+1 spin_multiplicity=5 e_lumo_ev="-4.2 / -3.4"
Mn 0.55879 0.26125 -0.36882 0.97 0.78 0.48 3.9874
C -1.44824 3.27134 0.41055 0.06 0.02 -0.02 0.0155
C 0.01392 3.55184 0.24080 -0.10 -0.05 0.12 0.0230
C 0.49502 4.87853 0.31506 -0.08 0.02 0.02 -0.0026
C 1.82530 5.14065 0.19480 0.07 0.04 -0.01 0.0061
C 2.72877 4.07873 -0.02427 -0.11 0.01 0.02 -0.0145
C 4.13295 4.20512 -0.16653 -0.01 0.12 0.00 0.0191
Br 4.95211 5.90079 -0.02713 -0.01 0.01 0.00 0.0014
C 4.90943 3.11390 -0.40468 0.08 -0.13 -0.02 -0.0111
C 4.32219 1.83717 -0.52365 0.34 -0.03 -0.04 0.0232
Br 5.40786 0.33830 -0.87291 0.01 0.04 0.01 0.0016
C 2.97522 1.66472 -0.39751 -0.42 -0.29 0.02 -0.0093
O 2.36960 0.48012 -0.52865 0.33 -0.10 -0.06 -0.0064
C 2.17101 2.79321 -0.11939 -0.18 0.16 0.03 0.0109
N 0.83444 2.54143 0.03526 0.08 -0.21 -0.22 0.0115
H -1.97247 4.14853 0.78311 0.01 0.00 0.01 0.0001
H -1.60275 2.45222 1.11285 -0.01 0.01 0.00 -0.0046
H -1.89940 2.98883 -0.54099 0.01 0.02 0.00 0.0008
H -0.21095 5.68180 0.47571 0.00 -0.03 0.01 0.0004
H 2.19698 6.15438 0.26102 0.01 -0.01 0.00 0.0004
H 5.97967 3.21945 -0.51028 0.00 -0.04 -0.01 -0.0005
O -3.02273 1.09534 -1.67737 -0.06 0.16 -0.02 0.0029
S -1.78171 0.39708 -1.71456 0.16 -0.11 0.09 -0.0103
O -0.53793 1.08600 -2.11440 -0.14 -0.28 -0.11 0.0321
N -1.29716 -0.16015 -0.28481 -0.62 0.04 0.24 -0.1251
C -1.97311 -0.15702 0.94994 0.26 -0.10 -0.34 0.0017
C -3.31553 -0.26958 1.16236 -0.21 -0.03 0.01 0.0092
C -3.82146 -0.25745 2.48443 -0.02 0.00 -0.06 -0.0070
C -2.99673 -0.13878 3.56474 0.06 0.00 0.02 0.0125
C -1.59866 -0.01401 3.36655 -0.01 0.01 0.11 0.0023
C -0.65834 0.15404 4.41063 -0.05 -0.01 0.04 0.0075
C 0.66859 0.30794 4.12225 0.04 -0.01 0.02 -0.0040
C 1.08258 0.29028 2.77850 0.05 -0.03 0.03 0.0232
N 0.24089 0.12636 1.78691 -0.41 0.02 -0.08 0.0138
C -1.09637 -0.02388 2.05805 0.24 -0.01 0.08 0.0133
C -1.92582 -0.99816 -2.75786 -0.01 -0.01 -0.22 -0.0037
C -0.79887 -1.48440 -3.41609 -0.11 0.02 -0.01 0.0198
C -0.93237 -2.60171 -4.22321 -0.02 -0.05 -0.01 0.0046
C -2.17279 -3.21430 -4.36343 0.02 -0.02 -0.01 0.0005
C -3.28970 -2.70669 -3.71346 -0.01 0.00 0.01 0.0000
C -3.17490 -1.58263 -2.90940 0.05 -0.12 0.04 -0.0016
H -3.99287 -0.34910 0.32247 0.00 0.00 0.04 0.0008
H -4.88988 -0.34429 2.63150 0.01 0.00 -0.02 -0.0003
H -3.39428 -0.13027 4.57159 0.01 0.00 -0.02 0.0003
H -1.00630 0.16783 5.43697 0.01 0.00 -0.02 0.0001
H 1.40321 0.44819 4.90277 -0.02 -0.01 -0.01 -0.0005
H 2.12774 0.40870 2.51155 -0.01 0.03 0.01 -0.0023
H 0.15209 -0.97473 -3.33382 -0.01 0.03 0.02 0.0019
H -0.07234 -2.98491 -4.75741 -0.03 0.00 0.01 0.0001
H -2.27233 -4.08417 -4.99956 0.00 0.01 0.01 0.0000
H -4.25523 -3.17626 -3.84342 0.01 0.00 -0.01 0.0000
H -4.03906 -1.15913 -2.41405 0.02 0.00 -0.03 0.0004
C -0.71878 -3.60444 -0.48684 0.06 0.02 0.04 -0.0006
Sb 1.08495 -2.49707 -0.23383 -0.36 -0.18 -0.14 -0.0371
C 2.39787 -3.81624 -1.26191 0.04 0.19 -0.05 -0.0013
C 1.53482 -3.13984 1.74375 0.03 0.15 -0.02 -0.0039
H -0.55899 -4.61296 -0.10606 -0.05 0.00 -0.01 -0.0010
H -0.97775 -3.64746 -1.54364 -0.01 -0.01 0.01 0.0005
H -1.53204 -3.12895 0.06114 0.03 0.00 0.00 0.0012
H 2.08442 -4.82555 -1.00043 0.05 -0.02 -0.02 -0.0010
H 3.42234 -3.64541 -0.93693 -0.02 0.00 -0.01 0.0002
H 2.33454 -3.67369 -2.33854 -0.01 -0.01 0.02 -0.0005
H 1.60832 -4.22572 1.71728 0.00 0.00 0.06 -0.0013
H 0.74146 -2.83914 2.42673 0.00 -0.01 -0.01 0.0003
H 2.48073 -2.71601 2.07656 -0.01 -0.02 0.01 -0.0001